(1)
C6H9N | ωB97M-V/def2-TZVPD

Structure (XYZ):
```
16
Properties=species:S:1:pos:R:3:lowdin_charge:R:1
C -1.581 -1.092 0.954 -0.063
C -0.803 -0.046 0.150 -0.371
C 0.569 -0.550 -0.336 -0.192
C 1.216 0.466 -1.281 -0.352
C 1.778 1.739 -0.820 0.122
C -0.617 1.182 0.941 -0.208
N -0.435 2.138 1.567 0.175
H -2.553 -0.701 1.266 0.085
H -1.026 -1.391 1.849 0.089
H -1.748 -1.980 0.335 0.083
H 0.417 -1.511 -0.843 0.117
H 1.219 -0.734 0.529 0.125
H 2.232 0.113 -1.598 0.141
H 0.656 0.552 -2.222 0.102
H 2.073 1.579 0.241 -0.002
H -1.394 0.237 -0.731 0.148
```

For the energy relative to the best compared isomer or geometry (same formula, charge and spin), the calculation gives 412.0 kJ/mol. Its total charge is 0. The value obtained for the molar mass is 95.14 g/mol. The value obtained for the total energy is -288.62511 hartree.

(2)
C6H9N | ωB97M-V/def2-TZVPD

Structure (XYZ):
```
16
Properties=species:S:1:pos:R:3:lowdin_charge:R:1
C -0.143 1.019 1.140 -0.255
C -0.614 -2.462 -0.261 -0.046
C 1.606 0.117 -0.911 -0.085
C -0.262 -1.097 0.141 -0.120
N -0.634 -0.247 0.911 0.067
C -0.987 2.121 0.827 -0.158
C -1.633 3.086 0.507 0.101
H 0.960 0.763 0.026 0.066
H 0.366 1.104 2.099 0.114
H 0.236 -3.121 -0.077 0.086
H -0.815 -2.481 -1.333 0.085
H -1.487 -2.839 0.277 0.085
H 1.102 -0.129 -1.843 0.015
H 2.218 -0.722 -0.589 0.014
H 2.278 0.953 -1.127 0.017
H -2.192 3.936 0.214 0.013
```

For the energy relative to the best compared isomer or geometry (same formula, charge and spin), the calculation gives 597.3 kJ/mol. Its total charge is 0. The value obtained for the molar mass is 95.14 g/mol. The value obtained for the total energy is -288.55456 hartree.

(3)
C6H9N | ωB97M-V/def2-TZVPD

Structure (XYZ):
```
16
Properties=species:S:1:pos:R:3:lowdin_charge:R:1
C 2.579 0.494 -0.242 -0.064
C 1.155 0.111 0.112 -0.341
C 0.726 -1.235 0.277 0.045
N -0.881 -1.215 0.517 0.038
C -1.286 0.284 0.148 -0.433
C 0.092 0.974 0.033 0.026
C -2.439 0.479 -0.620 -0.004
H 2.799 -0.216 -1.005 0.057
H 3.281 0.387 0.674 0.108
H 2.711 1.511 -0.652 0.079
H 1.245 -2.217 0.497 0.111
H -1.267 -1.672 -0.303 0.072
H 0.096 2.093 -0.081 0.128
H -2.460 0.733 -1.625 0.018
H -3.372 0.279 -0.157 0.033
H -1.820 0.961 0.786 0.127
```

For the energy relative to the best compared isomer or geometry (same formula, charge and spin), the calculation gives 636.5 kJ/mol. Its total charge is 0. The value obtained for the molar mass is 95.14 g/mol. The value obtained for the total energy is -288.53963 hartree.

(4)
C6H9N | ωB97M-V/def2-TZVPD

Structure (XYZ):
```
16
Properties=species:S:1:pos:R:3:lowdin_charge:R:1
C -0.438 -3.148 0.746 -0.109
C 0.010 -1.869 0.200 -0.085
C 0.290 -0.846 -0.373 -0.035
C 0.518 0.301 -1.261 -0.205
N -0.122 1.568 -0.872 -0.119
C 0.711 2.581 -0.251 -0.157
C -0.323 1.868 0.533 -0.155
H 0.359 -3.897 0.690 0.077
H -1.287 -3.496 0.145 0.080
H -0.767 -3.060 1.786 0.076
H 1.597 0.452 -1.407 0.115
H 0.094 0.011 -2.232 0.117
H 0.555 3.601 -0.598 0.098
H 1.751 2.324 -0.042 0.104
H 0.020 1.134 1.262 0.099
H -1.269 2.354 0.772 0.101
```

For the energy relative to the best compared isomer or geometry (same formula, charge and spin), the calculation gives 323.2 kJ/mol. Its total charge is 0. As for the SMILES: CC#CCN1CC1. The value obtained for the molar mass is 95.14 g/mol. The value obtained for the total energy is -288.65893 hartree.

(5)
C6H9N | ωB97M-V/def2-TZVPD

Structure (XYZ):
```
16
Properties=species:S:1:pos:R:3:lowdin_charge:R:1
C -1.426 2.014 -0.129 -0.067
C -0.520 0.893 0.285 -0.385
C -0.693 -0.034 1.293 -0.061
C 0.339 -1.912 -0.345 0.009
C 0.521 -0.802 1.158 -0.215
C 1.308 -0.380 0.021 -0.218
N 0.677 0.729 -0.440 0.054
H -2.275 2.033 0.556 0.072
H -1.811 1.883 -1.149 0.073
H -0.921 2.988 -0.089 0.073
H 1.141 -2.482 -0.827 0.077
H -0.396 -1.503 -1.037 0.093
H -0.186 -2.606 0.317 0.083
H 0.921 -1.524 1.865 0.116
H 2.350 -0.560 -0.230 0.145
H 0.969 1.262 -1.248 0.152
```

For the energy relative to the best compared isomer or geometry (same formula, charge and spin), the calculation gives 449.8 kJ/mol. Its total charge is 0. The value obtained for the molar mass is 95.14 g/mol. The value obtained for the total energy is -288.61073 hartree.

(6)
C6H9N | ωB97M-V/def2-TZVPD

Structure (XYZ):
```
16
Properties=species:S:1:pos:R:3:lowdin_charge:R:1
C -2.081 -1.342 1.054 -0.090
C -1.057 -0.391 0.533 -0.167
C -1.007 0.764 -0.012 -0.100
C -0.310 1.764 -0.579 -0.053
C 1.646 0.774 -0.471 -0.205
C 1.698 -0.431 0.086 -0.163
N 1.514 -0.356 -1.407 0.014
H -1.888 -1.591 2.102 0.073
H -2.055 -2.278 0.486 0.076
H -3.088 -0.925 0.978 0.074
H -0.119 2.681 -0.025 0.077
H -0.285 1.849 -1.664 0.085
H 2.188 1.707 -0.501 0.115
H 0.085 -0.716 0.567 0.092
H 2.342 -1.010 0.733 0.101
H 2.418 -0.499 -1.880 0.071
```

For the energy relative to the best compared isomer or geometry (same formula, charge and spin), the calculation gives 645.9 kJ/mol. Its total charge is 0. As for the SMILES: C1=CN1.C=C=CC. The value obtained for the molar mass is 95.14 g/mol. The value obtained for the total energy is -288.53603 hartree.

(7)
C6H9N | ωB97M-V/def2-TZVPD

Structure (XYZ):
```
16
Properties=species:S:1:pos:R:3:lowdin_charge:R:1
C -1.250 1.253 1.248 -0.183
C -1.083 -0.011 0.510 -0.310
N -1.682 1.146 -0.130 0.110
C 0.575 1.121 -0.712 0.118
C 0.237 -0.187 -0.166 -0.471
C 1.283 -1.250 0.116 -0.076
C 0.404 -1.399 -1.078 -0.084
H -0.309 1.783 1.456 0.104
H -2.005 1.418 2.023 0.107
H -1.680 -0.899 0.711 0.140
H 0.318 2.090 -0.341 0.045
H 1.352 1.168 -1.482 0.080
H 1.079 -1.865 0.987 0.105
H 2.329 -0.997 -0.030 0.104
H 0.838 -1.247 -2.065 0.106
H -0.406 -2.123 -1.047 0.105
```

For the energy relative to the best compared isomer or geometry (same formula, charge and spin), the calculation gives 547.6 kJ/mol. Its total charge is 0. The value obtained for the molar mass is 95.14 g/mol. The value obtained for the total energy is -288.57349 hartree.

(8)
C6H9N | ωB97M-V/def2-TZVPD

Structure (XYZ):
```
16
Properties=species:S:1:pos:R:3:lowdin_charge:R:1
C 1.657 1.198 0.653 -0.064
C 0.568 0.559 -0.215 -0.371
C -0.586 -0.035 0.613 -0.192
C -1.736 -0.493 -0.287 -0.352
C -1.679 -1.695 -1.124 0.123
C 1.139 -0.489 -1.077 -0.207
N 1.570 -1.341 -1.732 0.173
H 2.458 1.615 0.035 0.085
H 2.096 0.463 1.335 0.089
H 1.223 2.009 1.247 0.083
H -0.929 0.736 1.314 0.117
H -0.210 -0.877 1.208 0.125
H -2.551 -0.955 0.331 0.141
H -2.226 0.358 -0.780 0.102
H -0.947 -2.376 -0.636 -0.002
H 0.153 1.324 -0.885 0.148
```

For the energy relative to the best compared isomer or geometry (same formula, charge and spin), the calculation gives 411.8 kJ/mol. Its total charge is 0. The value obtained for the molar mass is 95.14 g/mol. The value obtained for the total energy is -288.62519 hartree.

(9)
C6H9N | ωB97M-V/def2-TZVPD

Structure (XYZ):
```
16
Properties=species:S:1:pos:R:3:lowdin_charge:R:1
C 1.199 1.255 0.221 -0.034
C 0.554 -0.141 -0.114 -0.432
C -0.492 -0.539 0.928 -0.169
C -1.701 -0.094 0.094 -0.160
C -0.787 -0.220 -1.142 -0.056
C 1.647 -1.089 -0.325 -0.193
N 2.508 -1.850 -0.477 0.146
H 1.937 1.639 -0.497 0.083
H 1.744 1.160 1.178 0.091
H 0.447 2.036 0.380 0.082
H -0.368 -0.089 1.905 0.109
H -0.467 -1.628 0.966 0.120
H -2.536 -0.805 0.172 0.105
H -2.099 0.897 0.327 0.104
H -1.003 -1.161 -1.677 0.118
H -0.329 0.551 -1.705 0.084
```

For the energy relative to the best compared isomer or geometry (same formula, charge and spin), the calculation gives 203.7 kJ/mol. Its total charge is 0. As for the SMILES: CC1(C#N)CCC1. The value obtained for the molar mass is 95.14 g/mol. The value obtained for the total energy is -288.70444 hartree.

(10)
C6H9N | ωB97M-V/def2-TZVPD

Structure (XYZ):
```
16
Properties=species:S:1:pos:R:3:lowdin_charge:R:1
C 0.066 0.179 0.510 -0.200
C 1.435 -0.052 0.330 -0.014
C -0.690 -0.668 1.229 -0.067
C 1.206 1.614 -1.671 -0.150
C -2.487 -2.064 1.537 -0.096
C 2.079 0.753 -0.804 -0.326
N -1.451 -1.265 1.899 0.071
H -0.537 1.104 0.313 0.118
H 0.330 1.150 -2.154 0.076
H 1.878 1.947 -2.458 0.062
H 0.876 2.511 -1.090 0.082
H -2.050 -3.002 1.201 0.112
H -2.870 -1.568 0.676 0.086
H -3.267 -1.992 2.222 0.072
H 2.829 1.307 -0.341 0.075
H 2.653 0.046 -1.399 0.098
```

For the energy relative to the best compared isomer or geometry (same formula, charge and spin), the calculation gives 516.5 kJ/mol. Its total charge is 0. The value obtained for the molar mass is 95.14 g/mol. The value obtained for the total energy is -288.58532 hartree.

(11)
C6H9N | ωB97M-V/def2-TZVPD

Structure (XYZ):
```
16
Properties=species:S:1:pos:R:3:lowdin_charge:R:1
C 2.220 0.013 -0.135 -0.020
C 0.823 0.507 -0.327 -0.360
C -0.356 0.547 0.627 -0.235
C -0.961 1.313 -0.582 -0.164
N 0.269 1.013 -1.369 0.117
C -1.498 -1.593 -0.024 0.012
C -0.889 -0.843 0.893 -0.142
H 2.849 0.849 0.190 0.082
H 2.635 -0.381 -1.066 0.081
H 2.262 -0.760 0.640 0.078
H -0.225 1.120 1.556 0.135
H -1.893 0.929 -1.011 0.098
H -1.058 2.392 -0.422 0.105
H -1.703 -1.226 -1.029 0.061
H -1.816 -2.610 0.188 0.054
H -0.660 -1.270 1.870 0.097
```

For the energy relative to the best compared isomer or geometry (same formula, charge and spin), the calculation gives 201.4 kJ/mol. Its total charge is 0. The value obtained for the molar mass is 95.14 g/mol. The value obtained for the total energy is -288.70534 hartree.

(12)
C6H9N | ωB97M-V/def2-TZVPD

Structure (XYZ):
```
16
Properties=species:S:1:pos:R:3:lowdin_charge:R:1
C 0.022 -0.106 1.733 -0.035
C -0.205 0.390 0.294 -0.478
C 1.091 0.270 -0.562 -0.117
C 0.479 -0.919 -1.337 -0.153
C -0.899 -0.530 -0.762 -0.111
C -0.897 1.681 0.352 -0.186
N -1.558 2.632 0.380 0.153
H -0.900 -0.189 2.318 0.087
H 0.665 0.625 2.242 0.091
H 0.544 -1.069 1.758 0.087
H 1.995 0.059 0.014 0.109
H 1.251 1.148 -1.191 0.116
H 0.595 -0.877 -2.424 0.103
H 0.826 -1.899 -0.999 0.105
H -1.461 0.075 -1.484 0.118
H -1.549 -1.290 -0.332 0.111
```

For the energy relative to the best compared isomer or geometry (same formula, charge and spin), the calculation gives 103.2 kJ/mol. Its total charge is 0. As for the SMILES: CC1(C#N)CCC1. The value obtained for the molar mass is 95.14 g/mol. The value obtained for the total energy is -288.74272 hartree.

(13)
C6H9N | ωB97M-V/def2-TZVPD

Structure (XYZ):
```
16
Properties=species:S:1:pos:R:3:lowdin_charge:R:1
C 2.763 0.646 2.088 -0.114
C 1.777 0.135 1.133 -0.087
C 0.976 -0.278 0.332 -0.039
C 0.021 -0.798 -0.653 -0.174
C -1.396 -0.272 -0.499 -0.338
C -2.028 0.554 -1.552 -0.150
N -2.338 -0.870 -1.438 0.009
H 2.614 1.715 2.269 0.075
H 3.780 0.509 1.707 0.076
H 2.692 0.127 3.050 0.074
H -0.027 -1.892 -0.593 0.119
H 0.374 -0.562 -1.664 0.119
H -1.725 -0.105 0.527 0.140
H -1.445 0.823 -2.431 0.101
H -2.788 1.279 -1.269 0.100
H -3.247 -1.011 -1.008 0.089
```

For the energy relative to the best compared isomer or geometry (same formula, charge and spin), the calculation gives 275.2 kJ/mol. Its total charge is 0. As for the SMILES: CC#CC[C@H]1CN1. The value obtained for the molar mass is 95.14 g/mol. The value obtained for the total energy is -288.67723 hartree.

(14)
C6H9N | ωB97M-V/def2-TZVPD

Structure (XYZ):
```
16
Properties=species:S:1:pos:R:3:lowdin_charge:R:1
C 1.718 -0.109 -0.200 0.047
C 1.589 0.970 -1.123 0.074
N 0.286 1.430 -0.970 0.130
C -0.403 0.563 -0.204 -0.189
C 0.432 -0.515 0.174 -0.179
C 0.120 -1.638 1.098 -0.006
C -1.856 0.545 0.005 0.031
H 2.573 -0.588 0.244 0.132
H 2.328 1.564 -1.634 0.145
H 0.019 2.266 -1.456 0.179
H 0.822 -2.465 1.001 0.099
H -0.855 -2.056 0.819 0.094
H 0.057 -1.368 2.148 0.106
H -2.271 0.394 0.994 0.109
H -2.401 1.399 -0.397 0.101
H -2.157 -0.392 -0.501 0.128
```

For the energy relative to the best compared isomer or geometry (same formula, charge and spin), the calculation gives 53.0 kJ/mol. Its total charge is +1. As for the spin multiplicity: 2. The value obtained for the molar mass is 95.14 g/mol. The value obtained for the total energy is -288.48300 hartree.